No. 1
Here is C25H63FN3O4PSi2 as an isolated structure in a non-equilibrium geometry from the OMol25 dataset. Energies are from ωB97M-V with the def2-TZVPD basis set.

Each line ends with the Löwdin charge.
Geometry (Å):
C 2.995 -3.018 3.288  -0.095
C 3.551 -2.495 1.959  -0.229
C 3.023 -1.095 1.582  -0.291
N 1.960 -1.203 0.585  -0.088
Si 0.900 0.188 0.374  0.293
C 1.630 1.396 -0.888  -0.197
C 3.119 1.610 -0.750  -0.478
C 3.891 0.631 -1.634  -0.042
O 3.373 2.948 -1.243  -0.075
O -0.504 -0.386 -0.335  -0.268
Si -1.595 -1.251 0.576  0.416
C -0.845 -2.574 1.657  -0.213
C -0.281 -3.726 0.852  -0.259
F -0.533 -4.926 1.515  -0.068
O -2.502 -0.164 1.442  -0.211
C -3.912 -0.253 1.353  -0.219
C -4.544 1.065 0.867  -0.399
C -5.077 0.992 -0.555  -0.030
O -3.615 2.144 0.906  -0.041
P 0.531 1.401 2.187  0.809
C 2.007 2.454 2.529  -0.328
C 0.240 0.384 3.692  -0.335
H 2.872 -4.091 3.218  0.067
H 3.709 -2.870 4.082  0.065
H 2.034 -2.590 3.540  0.053
H 4.633 -2.472 2.016  0.097
H 3.271 -3.179 1.167  0.090
H 3.886 -0.535 1.223  0.095
H 2.668 -0.613 2.483  0.072
H 2.345 -1.525 -0.295  0.076
H 1.135 2.347 -0.705  0.082
H 1.361 1.075 -1.887  0.090
H 3.458 1.601 0.281  0.100
H 3.383 -0.314 -1.769  0.064
H 3.946 1.083 -2.612  0.081
H 4.894 0.460 -1.263  0.078
H 4.282 3.178 -0.989  0.092
H -2.476 -1.946 -0.385  0.044
H -1.652 -2.998 2.248  0.087
H -0.077 -2.220 2.336  0.050
H 0.779 -3.617 0.703  0.089
H -0.791 -3.798 -0.109  0.100
H -4.292 -0.471 2.348  0.119
H -4.267 -1.058 0.714  0.083
H -5.382 1.320 1.509  0.130
H -6.158 0.988 -0.559  0.074
H -4.763 0.083 -1.055  0.072
H -4.757 1.843 -1.133  0.080
H -3.377 2.280 1.837  0.098
H 1.976 3.276 1.832  0.025
H 1.959 2.875 3.524  0.033
H 2.948 1.931 2.441  0.014
H 0.002 1.072 4.490  0.026
H -0.617 -0.265 3.578  0.013
H 1.082 -0.218 4.023  0.018
C 6.030 8.796 -3.561  -0.093
C 5.484 7.377 -3.609  -0.279
N 4.181 7.240 -2.987  -0.200
C 3.778 5.857 -2.794  -0.251
C 3.547 4.990 -4.037  -0.079
C 3.151 8.135 -3.483  -0.248
C 2.806 8.082 -4.978  -0.083
H 6.069 9.165 -2.536  0.079
H 7.043 8.813 -3.967  0.071
H 5.433 9.487 -4.157  0.063
H 6.180 6.731 -3.066  0.116
H 5.491 7.031 -4.655  0.100
H 2.876 5.837 -2.178  0.113
H 4.550 5.376 -2.184  0.098
H 2.605 5.229 -4.529  0.058
H 3.495 3.942 -3.740  0.054
H 4.353 5.089 -4.765  0.066
H 3.448 9.159 -3.241  0.099
H 2.243 7.967 -2.900  0.114
H 3.697 8.027 -5.605  0.066
H 2.263 8.986 -5.261  0.070
H 2.165 7.236 -5.221  0.054
C -3.002 -7.631 1.875  -0.086
C -4.402 -7.684 1.281  -0.274
N -5.342 -6.795 1.938  -0.200
C -6.722 -7.032 1.557  -0.251
C -7.128 -6.776 0.099  -0.087
C -4.938 -5.404 2.017  -0.244
C -4.647 -4.661 0.705  -0.073
H -3.025 -7.842 2.945  0.081
H -2.372 -8.380 1.394  0.074
H -2.524 -6.663 1.723  0.048
H -4.777 -8.705 1.394  0.116
H -4.333 -7.497 0.197  0.101
H -7.369 -6.442 2.213  0.110
H -6.950 -8.076 1.794  0.108
H -7.216 -5.712 -0.118  0.054
H -8.106 -7.222 -0.091  0.069
H -6.425 -7.217 -0.607  0.065
H -4.042 -5.347 2.642  0.100
H -5.699 -4.855 2.578  0.114
H -4.060 -5.262 0.009  0.071
H -4.072 -3.756 0.917  0.047
H -5.561 -4.347 0.202  0.056

Calculated values
Maximum force ... 1.51 eV/A
Calculated total energy ... -2475.882385 Eh

No. 2
Here is a 9-piece molecular cluster, C25H70ClN6O16 overall in a non-equilibrium geometry from the OMol25 dataset. Energies are from ωB97M-V with the def2-TZVPD basis set.

Each line ends with the Löwdin charge.
Geometry (Å):
Cl -7.945 -8.088 18.060  0.630
O -7.666 -6.887 18.823  -0.359
O -8.493 -9.016 18.977  -0.356
O -8.941 -7.791 17.041  -0.379
O -6.725 -8.588 17.490  -0.348
C -11.188 -10.971 16.584  -0.139
O -10.591 -11.997 15.898  -0.173
C -9.360 -11.741 15.267  -0.199
C -8.129 -11.599 16.159  -0.201
N -7.599 -12.911 16.546  -0.033
C -6.157 -12.790 16.840  -0.203
C -5.748 -13.457 18.210  -0.222
O -4.417 -13.241 18.559  -0.190
C -4.107 -11.914 18.975  -0.079
H -11.551 -10.175 15.915  0.090
H -10.494 -10.647 17.365  0.062
H -12.138 -11.287 17.022  0.096
H -9.480 -10.776 14.756  0.123
H -9.144 -12.503 14.516  0.118
H -8.392 -10.949 16.994  0.100
H -7.414 -11.108 15.494  0.098
H -7.618 -13.473 15.704  0.090
H -5.802 -11.759 16.776  0.088
H -5.561 -13.200 16.014  0.110
H -5.948 -14.527 18.198  0.115
H -6.536 -13.018 18.834  0.116
H -3.061 -11.762 19.221  0.085
H -4.770 -11.717 19.824  0.086
H -4.428 -11.215 18.198  0.065
C -4.976 -11.768 13.126  -0.118
O -5.770 -10.802 13.793  -0.201
C -5.247 -9.490 13.622  -0.188
C -4.349 -9.115 14.818  -0.193
N -3.071 -9.807 14.866  -0.057
C -2.250 -9.407 16.020  -0.205
C -0.928 -10.141 16.216  -0.237
O -1.179 -11.503 16.472  -0.183
C 0.001 -12.255 16.586  -0.114
H -5.584 -12.676 13.148  0.086
H -4.047 -12.029 13.633  0.075
H -4.808 -11.522 12.075  0.076
H -6.118 -8.838 13.553  0.111
H -4.635 -9.431 12.716  0.115
H -4.886 -9.480 15.705  0.101
H -4.251 -8.039 14.965  0.120
H -3.143 -10.813 14.924  0.081
H -2.838 -9.435 16.945  0.105
H -2.056 -8.361 15.768  0.121
H -0.393 -9.665 17.046  0.122
H -0.293 -9.868 15.365  0.122
H -0.151 -13.329 16.643  0.088
H 0.606 -11.801 17.379  0.087
H 0.592 -12.095 15.673  0.083
C -7.326 -5.585 14.812  -0.099
O -7.736 -5.953 13.516  -0.179
C -9.067 -6.379 13.384  -0.224
C -9.385 -6.853 11.973  -0.188
N -8.948 -8.239 11.771  -0.054
C -8.783 -8.652 10.391  -0.224
C -7.757 -9.740 10.229  -0.232
O -8.328 -10.906 10.832  -0.220
C -7.618 -12.159 10.687  -0.075
H -6.238 -5.499 14.784  0.084
H -7.496 -6.306 15.617  0.066
H -7.722 -4.601 15.077  0.085
H -9.796 -5.585 13.581  0.118
H -9.279 -7.224 14.048  0.125
H -8.991 -6.256 11.144  0.115
H -10.473 -6.953 11.905  0.102
H -8.051 -8.345 12.235  0.091
H -8.286 -7.888 9.769  0.114
H -9.711 -8.989 9.929  0.123
H -6.799 -9.551 10.735  0.114
H -7.414 -9.987 9.217  0.119
H -6.534 -12.063 10.735  0.064
H -7.912 -12.590 9.728  0.081
H -8.109 -12.572 11.566  0.092
C -10.388 -2.252 19.933  -0.094
O -10.645 -2.770 18.625  -0.201
C -10.167 -4.082 18.398  -0.214
C -10.828 -4.545 17.119  -0.192
N -12.218 -4.155 16.894  -0.063
C -12.788 -4.308 15.592  -0.215
C -13.080 -5.714 15.091  -0.202
O -13.107 -5.581 13.675  -0.206
C -13.326 -6.771 12.971  -0.138
H -10.871 -2.903 20.668  0.084
H -10.863 -1.274 19.945  0.083
H -9.335 -2.179 20.210  0.085
H -10.488 -4.679 19.264  0.120
H -9.091 -4.272 18.372  0.124
H -10.713 -5.619 16.961  0.088
H -10.286 -4.051 16.300  0.114
H -12.595 -3.489 17.540  0.102
H -12.169 -3.842 14.813  0.116
H -13.753 -3.801 15.541  0.121
H -14.102 -5.983 15.377  0.125
H -12.325 -6.463 15.343  0.108
H -12.771 -7.622 13.384  0.084
H -12.962 -6.612 11.955  0.079
H -14.337 -7.182 12.870  0.081
C -12.405 -10.183 20.603  -0.708
O -12.756 -10.693 21.690  -0.037
N -12.849 -9.015 20.181  0.160
N -11.302 -10.594 19.966  0.176
H -12.554 -8.756 19.241  0.048
H -13.639 -8.520 20.547  0.107
H -11.065 -10.119 19.113  0.050
H -10.760 -11.337 20.363  0.117
O -6.907 -9.842 21.224  -0.075
H -6.696 -8.905 21.270  0.027
H -7.461 -9.921 20.435  -0.009
O -11.824 -8.030 17.758  -0.066
H -11.639 -7.229 18.264  0.054
H -11.155 -8.035 17.060  0.019
O -3.973 -6.825 17.856  -0.068
H -4.811 -6.349 17.892  0.025
H -4.228 -7.754 17.864  0.006

Calculated values
ΔE to the lowest compared entry with this formula, charge and spin ... 105.4 kJ/mol
Maximum force ... 4.63 eV/A
Net charge ... -1
Calculated total energy ... -2986.714259 Eh